(1)
The following is a quantum chemistry calculation of a molecular structure, C24H18N6O2PtS, from OMol25.

XYZ file:
```
52
Properties=species:S:1:pos:R:3:nbo_charge:R:1
Pt -0.863 0.256 0.397 0.965
O 5.693 4.092 0.987 -0.713
C 4.636 4.692 0.277 -0.094
C 3.565 3.660 0.048 0.052
C 3.817 2.304 0.210 -0.234
C 2.801 1.400 -0.044 0.051
N 1.574 1.756 -0.430 -0.491
C 1.337 3.060 -0.589 0.153
C 2.290 4.038 -0.358 -0.249
C -1.247 2.555 -0.726 0.276
C -2.106 3.771 -0.886 -0.299
C -3.493 3.549 -0.402 0.202
C -4.330 4.656 0.148 -0.128
O -3.475 5.745 0.422 -0.723
C -3.945 2.299 -0.669 -0.342
C -3.076 1.237 -1.129 0.222
N -1.763 1.274 -1.212 -0.520
H 6.456 4.678 0.988 0.494
H 4.963 5.066 -0.701 0.201
H 4.208 5.539 0.825 0.183
H 4.794 1.969 0.526 0.263
H 2.981 0.336 0.064 0.206
H 2.049 5.086 -0.501 0.225
H -2.198 3.941 -1.966 0.279
H -4.852 4.303 1.045 0.215
H -5.099 4.911 -0.592 0.226
H -4.002 6.518 0.654 0.504
H -4.983 2.037 -0.510 0.260
H -3.531 0.278 -1.351 0.235
S 0.490 5.555 5.349 1.015
N 0.603 3.956 5.484 -0.574
C 0.265 3.444 4.317 0.141
C 0.260 2.013 4.013 -0.058
C 0.644 1.007 4.913 -0.085
C 0.607 -0.303 4.498 -0.194
C 0.192 -0.614 3.197 0.090
N -0.179 0.327 2.342 -0.464
C -0.146 1.632 2.753 0.190
C -0.558 2.629 1.759 0.308
N -1.028 2.114 0.680 -0.356
C -0.029 3.428 -1.091 -0.180
C -0.865 4.636 -0.479 -0.246
C -0.643 4.934 0.973 0.019
C -0.450 4.055 1.977 -0.101
C -0.078 4.425 3.350 0.086
N 0.012 5.656 3.807 -0.574
H 0.962 1.277 5.911 0.270
H 0.895 -1.107 5.161 0.267
H 0.160 -1.637 2.848 0.238
H -0.020 3.568 -2.174 0.264
H -0.801 5.559 -1.045 0.264
H -0.564 5.983 1.240 0.260
```

## Properties
- Strongest force on any atom: 0.0065 Eh/bohr
- Orbital gap: 0.2554 Eh
- LUMO: -0.2837 Eh
- Charge: +2



(2)
The following is a quantum chemistry calculation of a molecular structure, C24H19AgGeNO3S, from OMol25.

XYZ file:
```
50
Properties=species:S:1:pos:R:3:nbo_charge:R:1
Ag -0.131 -0.931 1.137 0.828
O -3.372 -6.554 1.634 -0.930
S -3.781 -5.203 1.883 2.292
O -4.994 -5.013 2.622 -0.931
N -2.548 -4.319 2.539 -0.782
C -2.140 -3.370 1.766 0.599
O -1.232 -2.546 2.041 -0.821
C -2.863 -3.300 0.441 -0.062
C -2.644 -2.410 -0.592 -0.208
C -3.427 -2.515 -1.730 -0.211
C -4.410 -3.489 -1.827 -0.201
C -4.628 -4.386 -0.786 -0.169
C -3.841 -4.272 0.335 -0.310
H -1.871 -1.640 -0.508 0.178
H -3.264 -1.826 -2.544 0.210
H -5.010 -3.550 -2.722 0.218
H -5.391 -5.147 -0.852 0.233
C -0.521 0.508 -2.636 -1.053
Ge 0.234 0.698 -0.780 1.109
C -0.329 2.502 -0.114 -0.443
C 0.020 3.665 -0.788 -0.164
C -0.369 4.902 -0.301 -0.208
C -1.111 4.991 0.864 -0.202
C -1.459 3.838 1.546 -0.204
C -1.068 2.605 1.057 -0.225
C 2.234 0.713 -0.897 -0.412
C 2.842 0.535 -2.114 -0.211
C 4.238 0.525 -2.240 -0.204
C 5.029 0.667 -1.136 -0.155
C 4.455 0.841 0.140 -0.091
C 5.253 0.984 1.293 -0.159
C 4.689 1.146 2.527 -0.208
C 3.293 1.158 2.659 -0.191
C 2.496 1.007 1.559 -0.227
C 3.037 0.854 0.266 0.022
H -0.191 1.309 -3.295 0.244
H -1.607 0.556 -2.579 0.243
H -0.251 -0.446 -3.086 0.239
H 0.606 3.602 -1.697 0.203
H -0.092 5.799 -0.834 0.217
H -1.419 5.957 1.238 0.219
H -2.035 3.902 2.457 0.221
H -1.345 1.692 1.592 0.202
H 2.238 0.405 -3.002 0.215
H 4.678 0.394 -3.217 0.221
H 6.105 0.632 -1.223 0.218
H 6.327 0.963 1.185 0.215
H 5.307 1.258 3.405 0.222
H 2.853 1.289 3.636 0.223
H 1.410 1.021 1.679 0.193
```

## Properties
- Strongest force on any atom: 0.0424 Eh/bohr
- Orbital gap (spin up / spin down): 0.3044 / 0.1920 Eh
- Relative energy (zero: lowest compared OMol25 entry of this formula, charge and spin): 0.3120 eV
- LUMO (spin up / spin down): -0.0213 / -0.1333 Eh
- Spin multiplicity: 2



(3)
The following is a quantum chemistry calculation of a molecular structure, C24H19Br4N7O6Zr, from OMol25.

XYZ file:
```
61
Properties=species:S:1:pos:R:3:nbo_charge:R:1
Zr -0.685 0.061 0.746 2.231
Br -2.253 2.741 2.577 0.135
C -0.661 2.157 3.411 -0.131
C -0.439 2.156 4.783 -0.231
C 0.719 1.594 5.262 -0.062
Br 1.069 1.697 7.130 0.055
C 1.622 0.913 4.415 -0.124
C 2.715 0.135 4.843 -0.126
C 3.440 -0.569 3.916 -0.260
C 3.103 -0.464 2.556 0.069
N 2.123 0.280 2.109 -0.385
C 1.388 0.956 3.012 0.118
C 0.262 1.672 2.496 0.297
O 0.069 1.803 1.214 -0.798
H -1.174 2.588 5.447 0.246
H 2.945 0.089 5.898 0.231
H 4.254 -1.209 4.219 0.222
H 3.654 -1.020 1.808 0.188
O -1.612 -2.823 2.052 -0.597
C -1.862 -1.627 2.104 0.637
O -1.045 -0.727 2.556 -0.778
C -3.079 -0.965 1.407 0.693
O -4.165 -1.482 1.270 -0.565
O -2.702 0.189 0.961 -0.797
C 3.574 -1.079 -2.914 -0.414
N 2.394 -0.300 -2.593 -0.431
C 2.333 1.029 -3.164 -0.416
C 1.609 -0.593 -1.515 0.674
N 0.986 0.278 -0.806 -0.805
N 1.469 -1.947 -1.259 -0.629
C 0.851 -2.479 -0.130 0.700
N 0.492 -3.787 -0.228 -0.805
N 0.787 -1.784 0.947 -0.851
H 3.477 -1.562 -3.889 0.200
H 3.740 -1.835 -2.149 0.221
H 4.443 -0.417 -2.938 0.206
H 2.730 0.987 -4.177 0.217
H 2.908 1.760 -2.586 0.194
H 1.293 1.355 -3.215 0.221
H 1.245 1.241 -1.010 0.393
H 1.553 -2.566 -2.054 0.412
H 0.261 -4.166 -1.134 0.399
H -0.133 -4.095 0.509 0.429
H 0.404 -2.334 1.722 0.411
Br -1.878 -3.372 -2.721 0.048
C -2.371 -1.553 -2.801 -0.179
C -3.129 -1.073 -3.861 -0.216
C -3.427 0.266 -3.925 -0.120
Br -4.490 0.889 -5.368 0.056
C -2.945 1.173 -2.959 -0.041
C -3.181 2.564 -2.968 -0.128
C -2.623 3.347 -1.992 -0.261
C -1.794 2.754 -1.025 0.096
N -1.569 1.461 -0.975 -0.478
C -2.150 0.661 -1.896 0.097
C -1.908 -0.750 -1.762 0.407
O -1.260 -1.224 -0.748 -0.811
H -3.484 -1.756 -4.618 0.244
H -3.799 2.996 -3.743 0.234
H -2.803 4.410 -1.965 0.230
H -1.290 3.357 -0.279 0.226
```

## Properties
- Strongest force on any atom: 0.0577 Eh/bohr
- Orbital gap: 0.2785 Eh
- Relative energy (zero: lowest compared OMol25 entry of this formula, charge and spin): 2.7147 eV
- LUMO: -0.0134 Eh



(4)
The following is a quantum chemistry calculation of a molecular structure, C24H19ClN3O2S3W, from OMol25.

XYZ file:
```
53
Properties=species:S:1:pos:R:3:nbo_charge:R:1
W -0.629 -0.205 -0.960 1.141
C -2.675 0.945 2.806 -0.081
O -2.676 2.090 1.843 -0.355
C -1.935 1.747 0.865 0.693
N -1.278 0.610 0.924 -0.608
C -1.482 0.096 2.335 -0.075
C -1.697 -1.381 2.411 -0.113
C -1.438 -2.172 1.321 -0.111
C -1.574 -3.544 1.281 -0.185
C -2.010 -4.158 2.447 -0.152
C -2.277 -3.396 3.583 -0.163
C -2.119 -2.016 3.576 -0.129
C -1.664 2.646 -0.271 0.125
C -1.984 3.978 -0.429 -0.129
C -1.302 4.688 -1.421 -0.075
C -0.275 4.074 -2.141 -0.127
C -0.058 2.732 -1.914 0.131
N -0.787 2.036 -1.054 -0.417
C 1.043 1.863 -2.363 0.676
N 1.009 0.616 -1.982 -0.568
C 2.313 -0.021 -2.332 -0.084
C 3.069 1.164 -2.988 -0.082
O 2.082 2.293 -2.962 -0.359
C 2.965 -0.584 -1.091 -0.099
C 2.346 -0.575 0.153 -0.127
C 2.929 -1.142 1.275 -0.204
C 4.192 -1.704 1.159 -0.162
C 4.835 -1.712 -0.073 -0.144
C 4.224 -1.162 -1.192 -0.187
H -3.639 0.454 2.697 0.243
H -2.565 1.377 3.795 0.260
H -0.588 0.377 2.894 0.248
H -1.069 -1.681 0.406 0.075
H -1.354 -4.120 0.391 0.250
H -2.140 -5.232 2.470 0.260
H -2.612 -3.887 4.487 0.260
H -2.319 -1.450 4.479 0.232
H -2.707 4.456 0.220 0.289
H -1.522 5.735 -1.585 0.286
H 0.346 4.624 -2.836 0.290
H 2.127 -0.804 -3.065 0.255
H 3.339 1.018 -4.028 0.255
H 3.917 1.508 -2.405 0.250
H 1.363 -0.104 0.317 0.110
H 2.420 -1.134 2.230 0.236
H 4.673 -2.135 2.027 0.257
H 5.815 -2.160 -0.166 0.258
H 4.736 -1.198 -2.149 0.238
S -4.200 -0.527 -3.924 0.454
C -2.999 -0.307 -2.936 -0.651
S -1.367 0.155 -3.285 0.260
S -2.955 -0.601 -1.208 0.334
Cl 0.153 -2.170 -1.630 0.022
```

## Properties
- Strongest force on any atom: 0.0352 Eh/bohr
- Orbital gap: 0.1869 Eh
- Relative energy (zero: lowest compared OMol25 entry of this formula, charge and spin): 1.2322 eV
- LUMO: -0.4586 Eh
- Charge: +3